# C6H10OSi2

An isolated molecule of C6H10OSi2 (the ωB97M-V functional and the def2-TZVPD basis, the Open Molecules 2025 dataset).

Atoms and positions in Å:
C  2.09  1.49  1.98
H  2.40  -1.26  -0.60
C  -2.27  -0.03  -2.32
H  2.31  0.82  2.93
H  -1.62  0.15  -3.23
Si  -1.19  -0.83  -0.98
C  -1.52  -0.93  0.84
H  3.13  1.43  1.58
H  1.94  2.49  2.25
H  -2.41  -1.51  1.21
O  0.16  1.77  -0.40
H  1.01  -2.13  -1.94
C  -0.57  -0.26  1.54
C  1.46  -0.82  -0.41
C  0.59  -1.37  -1.32
H  -2.56  0.96  -1.80
Si  0.81  0.78  0.62
H  -0.51  -0.21  2.61
H  -3.25  -0.54  -2.54

Properties
Expectation value of S²: 2.02
Energy relative to the best compared isomer or geometry (same formula, charge and spin) (kcal per mole): 20.8
HOMO (alpha / beta) (Eh): -0.21934 / -0.34672
Calculated total energy (eV): -24181.837
2S+1: 3
LUMO (alpha / beta) (eV): 0.539 / -3.208
F_max (hartree/bohr): 0.098



# C6H10S

A structure of composition C6H10S (the ωB97M-V functional and the def2-TZVPD basis, the Open Molecules 2025 dataset).

Atoms and positions in Å:
C  -1.51  0.31  0.65
H  -0.04  0.72  -2.99
H  3.71  -0.33  1.27
C  -1.07  0.12  -0.63
S  0.45  -0.39  -1.18
H  2.33  1.46  1.97
C  -0.50  -0.18  -2.67
C  -1.80  -0.01  -1.98
C  2.78  0.05  1.98
H  1.31  0.43  3.50
C  1.92  -0.34  2.78
H  1.37  -1.22  2.66
H  -2.57  0.31  0.82
H  -1.06  0.18  1.57
H  -2.47  0.83  -2.27
H  -2.38  -0.89  -2.13
H  -0.50  -1.07  -3.37

Properties
Energy relative to the best compared isomer or geometry (same formula, charge and spin) (kcal per mole): 152.2
HOMO (Eh): -0.29333
Calculated total energy (eV): -17213.024
LUMO (eV): 0.816
F_max (hartree/bohr): 0.201



# C6H10S

An isolated molecule of C6H10S (the ωB97M-V functional and the def2-TZVPD basis, the Open Molecules 2025 dataset).

Atoms and positions in Å:
H  -0.05  2.12  1.50
H  -2.66  -2.07  -0.31
H  2.35  -0.93  0.64
C  -0.50  2.27  0.47
H  -2.01  -1.45  1.25
H  2.19  0.32  -0.57
H  1.74  0.64  1.01
H  -0.06  -2.31  0.25
C  0.24  -0.21  -0.01
C  1.72  -0.14  0.27
C  -1.95  -1.32  0.14
C  -0.49  -1.47  -0.27
H  -0.37  -1.56  -1.40
C  -0.68  0.80  -0.01
S  -2.31  0.33  -0.41
H  0.17  2.77  -0.22
H  -1.40  2.78  0.60

Properties
Energy relative to the best compared isomer or geometry (same formula, charge and spin) (kcal per mole): 29.9
HOMO (Eh): -0.27999
SMILES string: CC1=C(C)SCC1
Calculated total energy (eV): -17218.328
LUMO (eV): 1.006
F_max (hartree/bohr): 0.074



# C6H10S

An isolated molecule of C6H10S (the ωB97M-V functional and the def2-TZVPD basis, the Open Molecules 2025 dataset).

Atoms and positions in Å:
H  -2.22  1.03  -0.91
C  0.69  -0.10  0.01
C  -1.38  0.52  -0.33
H  0.11  2.19  0.52
C  1.91  -0.41  -0.77
H  0.18  1.80  -1.22
C  -1.69  -0.18  0.92
C  -0.08  1.25  -0.24
C  -0.67  -0.81  -0.24
S  -3.55  -0.27  1.92
H  0.89  -0.04  1.04
H  -0.75  -1.75  -0.81
H  2.42  -1.42  -0.72
H  2.75  0.33  -0.57
H  -4.15  0.74  1.34
H  1.65  -0.34  -1.82
H  -1.14  0.09  1.91

Properties
Energy relative to the best compared isomer or geometry (same formula, charge and spin) (kcal per mole): 104.9
HOMO (Eh): -0.32787
SMILES string: C[C@H]1C[C@@H]2[C@@H](S)[C@@H]21
Calculated total energy (eV): -17215.075
LUMO (eV): 0.478
F_max (hartree/bohr): 0.086



Q: The highest energy relative to the best compared isomer or geometry (same formula, charge and spin) belongs to which entry?
A: number 2